{
  "formula": "C19H27N3O",
  "method": "ωB97M-V with the def2-TZVPD basis set",
  "max_force_ev_per_a": 17.75,
  "orbital_gap_ev": 8.57,
  "e_lumo_ev": 0.10,
  "e_above_lowest_kcal_mol": 383.4,
  "charge": 0,
  "elements": ["C", "C", "C", "H", "H", "C", "N", "C", "N", "C", "N", "C", "C", "H", "C", "H", "H", "H", "C", "C", "C", "C", "C", "C", "O", "H", "H", "H", "H", "H", "C", "H", "C", "C", "C", "H", "H", "H", "H", "H", "H", "H", "H", "H", "H", "H", "H", "H", "H", "H"],
  "coordinates": [[-1.210, -2.201, 2.112], [-0.859, -0.843, 2.947], [0.660, -0.603, 2.954], [1.248, -1.634, 3.134], [1.073, -0.046, 4.139], [1.368, 0.035, 1.986], [1.184, -0.693, 0.730], [0.384, 0.022, -0.300], [-0.421, 0.951, 0.129], [-1.485, 1.402, -0.608], [-1.641, 0.868, -2.095], [-0.725, -0.031, -2.458], [0.202, -0.465, -1.404], [0.733, -1.361, -2.063], [-1.038, -0.406, -3.745], [-0.987, 0.186, -4.411], [-2.224, -0.817, -3.689], [-0.501, -1.411, -3.967], [-2.381, 2.540, -0.258], [-2.212, 2.793, 1.108], [-2.867, 3.935, 1.668], [-3.983, 4.240, 0.794], [-4.204, 3.936, -0.514], [-3.429, 2.803, -0.984], [-3.460, 2.762, -2.376], [-3.012, 1.927, -2.430], [-4.949, 4.407, -0.841], [-4.619, 5.261, 1.118], [-2.814, 4.114, 2.716], [-1.437, 2.438, 1.784], [2.196, -1.489, 0.132], [1.787, -2.239, -0.311], [3.327, -0.957, -0.577], [4.461, -2.006, -0.735], [3.982, -3.063, -1.819], [3.561, -2.553, -2.996], [3.227, -3.491, -1.509], [4.602, -3.918, -2.151], [4.723, -2.547, 0.015], [5.331, -1.653, -1.381], [2.843, -0.576, -1.379], [3.771, -0.440, -0.005], [2.597, -2.068, 1.214], [0.870, 1.021, 1.994], [2.545, 0.267, 2.022], [-1.315, 0.052, 2.562], [-1.240, -1.049, 4.053], [-0.776, -3.007, 2.667], [-2.154, -2.213, 2.016], [-0.731, -2.180, 1.010]]
}

{
  "formula": "C19H27N3O2Si2W",
  "method": "ωB97M-V with the def2-TZVPD basis set",
  "max_force_ev_per_a": 1.96,
  "orbital_gap_ev": [7.59, 8.18],
  "e_lumo_ev": [-8.19, -7.90],
  "multiplicity": 3,
  "charge": 2,
  "elements": ["W", "O", "C", "N", "C", "O", "C", "C", "C", "C", "C", "N", "C", "C", "C", "C", "C", "N", "H", "H", "H", "H", "H", "H", "H", "H", "C", "Si", "C", "C", "C", "Si", "C", "C", "C", "H", "H", "H", "H", "H", "H", "H", "H", "H", "H", "H", "H", "H", "H", "H", "H", "H", "H", "H"],
  "coordinates": [[-0.149, 0.932, -0.034], [-1.358, 4.814, 0.231], [-1.242, 3.634, 0.165], [-0.027, 2.896, 0.141], [1.206, 3.605, 0.175], [1.372, 4.777, 0.256], [2.337, 2.623, 0.077], [3.641, 3.067, 0.095], [4.663, 2.132, 0.011], [4.319, 0.790, -0.078], [2.990, 0.425, -0.091], [1.985, 1.321, -0.021], [-2.444, 2.726, 0.083], [-3.712, 3.265, 0.094], [-4.805, 2.414, 0.021], [-4.576, 1.046, -0.058], [-3.282, 0.575, -0.071], [-2.210, 1.394, -0.003], [3.822, 4.131, 0.173], [5.699, 2.440, 0.016], [5.078, 0.023, -0.137], [2.702, -0.615, -0.162], [-3.806, 4.341, 0.158], [-5.815, 2.801, 0.024], [-5.390, 0.337, -0.111], [-3.086, -0.487, -0.139], [1.465, -3.274, 1.809], [0.173, -1.934, 1.717], [0.489, -0.414, 2.826], [-1.604, -2.472, 2.024], [0.137, -1.071, -0.024], [0.177, -1.929, -1.770], [-1.588, -2.498, -2.091], [0.481, -0.407, -2.878], [1.475, -3.264, -1.860], [1.589, -3.601, 2.843], [2.441, -2.949, 1.446], [1.159, -4.144, 1.225], [0.421, -0.660, 3.888], [-0.276, 0.358, 2.656], [1.478, 0.021, 2.666], [-1.681, -2.960, 2.998], [-1.962, -3.189, 1.281], [-2.285, -1.618, 2.038], [-0.940, -0.607, -0.036], [-2.282, -1.656, -2.145], [-1.949, -3.198, -1.334], [-1.638, -3.015, -3.052], [-0.284, 0.365, -2.700], [0.401, -0.652, -3.940], [1.471, 0.030, -2.730], [1.168, -4.135, -1.278], [2.453, -2.943, -1.497], [1.597, -3.590, -2.895]]
}

{
  "formula": "C19H27N3O4S",
  "method": "ωB97M-V with the def2-TZVPD basis set",
  "smiles": "C[C@@H]1CCCC[C@@H]1NC(=O)CN(C)S(=O)(=O)c1ccc2c(c1)CCC(=O)N2",
  "max_force_ev_per_a": 1.07,
  "orbital_gap_ev": 9.57,
  "e_lumo_ev": 0.60,
  "e_above_lowest_kcal_mol": 7.2,
  "charge": 0,
  "elements": ["C", "H", "H", "H", "C", "C", "C", "C", "C", "H", "H", "C", "N", "C", "O", "C", "N", "S", "O", "O", "C", "C", "C", "C", "C", "C", "H", "C", "C", "C", "O", "N", "H", "H", "H", "H", "H", "H", "H", "C", "H", "H", "H", "H", "H", "H", "H", "H", "H", "H", "H", "H", "H", "H"],
  "coordinates": [[4.022, 2.874, -0.938], [3.968, 2.799, -2.021], [4.456, 1.954, -0.554], [4.682, 3.700, -0.680], [2.633, 3.098, -0.347], [2.683, 3.168, 1.180], [1.294, 3.410, 1.763], [0.333, 2.309, 1.326], [0.268, 2.237, -0.197], [-0.402, 1.436, -0.511], [-0.123, 3.179, -0.588], [1.654, 2.002, -0.806], [2.165, 0.692, -0.466], [2.354, -0.283, -1.363], [2.097, -0.190, -2.548], [2.985, -1.553, -0.772], [1.965, -2.491, -0.343], [1.054, -2.026, 0.978], [1.734, -0.981, 1.709], [0.658, -3.188, 1.717], [-0.419, -1.326, 0.244], [-0.666, -1.410, -1.111], [-1.838, -0.877, -1.619], [-2.757, -0.273, -0.766], [-2.501, -0.192, 0.610], [-1.327, -0.731, 1.103], [-1.098, -0.689, 2.156], [-3.507, 0.515, 1.468], [-4.916, 0.249, 0.946], [-5.037, 0.584, -0.525], [-6.024, 1.050, -1.043], [-3.930, 0.272, -1.265], [-4.014, 0.378, -2.268], [-5.157, -0.813, 1.053], [-5.662, 0.821, 1.496], [-3.306, 1.591, 1.435], [-3.418, 0.192, 2.506], [-2.040, -0.925, -2.678], [0.054, -1.874, -1.764], [2.304, -3.893, -0.448], [3.278, -4.114, -0.001], [2.311, -4.186, -1.499], [1.539, -4.452, 0.084], [3.652, -1.292, 0.060], [3.564, -2.028, -1.567], [2.259, 0.461, 0.516], [1.580, 2.014, -1.899], [-0.665, 2.507, 1.724], [0.665, 1.350, 1.729], [1.351, 3.443, 2.853], [0.920, 4.377, 1.418], [3.086, 2.235, 1.580], [3.356, 3.974, 1.481], [2.245, 4.052, -0.723]]
}

{
  "formula": "C19H27N3O5",
  "method": "ωB97M-V with the def2-TZVPD basis set",
  "smiles": "COc1ccc(CN2CCNC(=O)[C@@H]2CC(=O)N2CCCCO2)c(OC)c1",
  "max_force_ev_per_a": 0.78,
  "orbital_gap_ev": 8.87,
  "e_lumo_ev": 0.68,
  "e_above_lowest_kcal_mol": 77.1,
  "charge": 0,
  "elements": ["C", "H", "O", "C", "C", "C", "C", "C", "C", "H", "O", "C", "H", "H", "H", "C", "N", "C", "H", "H", "C", "N", "C", "O", "C", "C", "C", "O", "N", "C", "H", "C", "H", "C", "C", "H", "H", "O", "H", "H", "H", "H", "H", "H", "H", "H", "H", "H", "H", "H", "H", "H", "H", "H"],
  "coordinates": [[-6.635, -0.688, -0.572], [-6.524, -1.433, -1.367], [-5.597, -0.782, 0.373], [-4.316, -0.585, -0.050], [-3.940, -0.289, -1.351], [-2.595, -0.109, -1.641], [-1.618, -0.219, -0.674], [-2.003, -0.526, 0.643], [-3.341, -0.705, 0.943], [-3.681, -0.942, 1.938], [-0.992, -0.646, 1.549], [-1.322, -0.849, 2.901], [-1.964, -0.049, 3.280], [-1.815, -1.815, 3.056], [-0.377, -0.836, 3.443], [-0.162, 0.033, -0.963], [0.212, 1.320, -0.397], [-0.036, 2.450, -1.258], [0.769, 2.607, -1.994], [-0.968, 2.279, -1.798], [-0.190, 3.682, -0.371], [0.918, 3.763, 0.551], [1.642, 2.725, 1.016], [2.449, 2.868, 1.913], [1.467, 1.388, 0.299], [2.761, 1.211, -0.551], [2.810, -0.079, -1.333], [2.629, -0.140, -2.536], [3.094, -1.195, -0.624], [3.231, -2.506, -1.213], [2.978, -2.405, -2.269], [2.304, -3.486, -0.493], [2.454, -4.492, -0.884], [2.606, -3.435, 1.005], [2.504, -1.986, 1.480], [2.834, -1.873, 2.513], [1.466, -1.636, 1.390], [3.380, -1.143, 0.743], [1.905, -4.053, 1.566], [3.618, -3.802, 1.187], [1.264, -3.199, -0.669], [4.273, -2.835, -1.117], [3.604, 1.254, 0.140], [2.842, 2.029, -1.269], [1.460, 0.619, 1.077], [1.033, 4.628, 1.062], [-1.134, 3.604, 0.185], [-0.215, 4.593, -0.977], [0.426, -0.744, -0.477], [0.030, -0.012, -2.042], [-2.304, 0.117, -2.657], [-4.667, -0.195, -2.141], [-7.554, -0.884, -0.022], [-6.685, 0.311, -1.016]]
}

Question: What is the formula in the first record?
Answer: C19H27N3O

Question: Number 1 is which compound?
Answer: C19H27N3O

What did the first record say?
{
  "formula": "C19H27N3O",
  "method": "ωB97M-V with the def2-TZVPD basis set",
  "max_force_ev_per_a": 17.75,
  "orbital_gap_ev": 8.57,
  "e_lumo_ev": 0.10,
  "e_above_lowest_kcal_mol": 383.4,
  "charge": 0,
  "elements": ["C", "C", "C", "H", "H", "C", "N", "C", "N", "C", "N", "C", "C", "H", "C", "H", "H", "H", "C", "C", "C", "C", "C", "C", "O", "H", "H", "H", "H", "H", "C", "H", "C", "C", "C", "H", "H", "H", "H", "H", "H", "H", "H", "H", "H", "H", "H", "H", "H", "H"],
  "coordinates": [[-1.210, -2.201, 2.112], [-0.859, -0.843, 2.947], [0.660, -0.603, 2.954], [1.248, -1.634, 3.134], [1.073, -0.046, 4.139], [1.368, 0.035, 1.986], [1.184, -0.693, 0.730], [0.384, 0.022, -0.300], [-0.421, 0.951, 0.129], [-1.485, 1.402, -0.608], [-1.641, 0.868, -2.095], [-0.725, -0.031, -2.458], [0.202, -0.465, -1.404], [0.733, -1.361, -2.063], [-1.038, -0.406, -3.745], [-0.987, 0.186, -4.411], [-2.224, -0.817, -3.689], [-0.501, -1.411, -3.967], [-2.381, 2.540, -0.258], [-2.212, 2.793, 1.108], [-2.867, 3.935, 1.668], [-3.983, 4.240, 0.794], [-4.204, 3.936, -0.514], [-3.429, 2.803, -0.984], [-3.460, 2.762, -2.376], [-3.012, 1.927, -2.430], [-4.949, 4.407, -0.841], [-4.619, 5.261, 1.118], [-2.814, 4.114, 2.716], [-1.437, 2.438, 1.784], [2.196, -1.489, 0.132], [1.787, -2.239, -0.311], [3.327, -0.957, -0.577], [4.461, -2.006, -0.735], [3.982, -3.063, -1.819], [3.561, -2.553, -2.996], [3.227, -3.491, -1.509], [4.602, -3.918, -2.151], [4.723, -2.547, 0.015], [5.331, -1.653, -1.381], [2.843, -0.576, -1.379], [3.771, -0.440, -0.005], [2.597, -2.068, 1.214], [0.870, 1.021, 1.994], [2.545, 0.267, 2.022], [-1.315, 0.052, 2.562], [-1.240, -1.049, 4.053], [-0.776, -3.007, 2.667], [-2.154, -2.213, 2.016], [-0.731, -2.180, 1.010]]
}